[1]
An isolated molecule of C15H12N6OS2, computed with the ωB97M-V functional and the def2-TZVPD basis.

As for the multiplicity: 1.

CARTESIAN COORDINATES (ANGSTROEM)
N  4.3579  3.0824  2.6664
C  4.5046  1.9505  1.9336
N  3.9130  0.7984  2.1701
C  4.2998  0.0271  1.1242
S  3.8187  -1.6333  0.9664
C  2.3984  -1.6204  2.1306
C  1.1675  -1.1316  1.4494
N  0.5735  -0.0763  1.8944
C  -0.5378  0.3049  1.2316
S  -1.4713  1.6705  1.7251
C  -2.6002  1.3686  0.4532
C  -2.2878  0.2957  -0.3252
C  -3.1128  -0.1372  -1.4575
C  -4.4913  -0.2538  -1.3001
C  -5.2839  -0.6565  -2.3585
C  -4.7101  -0.9401  -3.5864
C  -3.3410  -0.8149  -3.7518
C  -2.5437  -0.4144  -2.6960
C  -1.0849  -0.3322  0.1220
C  -0.4317  -1.5268  -0.3702
O  -0.7568  -2.2475  -1.2867
N  0.7183  -1.8318  0.3755
N  5.0951  0.6216  0.2693
N  5.2336  1.8666  0.7953
H  5.1058  3.7551  2.6378
H  3.9275  2.9414  3.5655
H  2.6537  -0.9568  2.9538
H  2.2820  -2.6502  2.4675
H  -3.4380  2.0276  0.3372
H  -4.9355  -0.0455  -0.3372
H  -6.3516  -0.7530  -2.2237
H  -5.3293  -1.2590  -4.4121
H  -2.8905  -1.0327  -4.7088
H  -1.4783  -0.3149  -2.8309
H  1.2422  -2.6407  0.0586
H  5.7849  2.5593  0.3176

Cartesian forces (eV/Å) of the 2 atoms listed first:
N -0.034 0.395 0.195
C 0.212 -0.403 -0.619

Atom charges from the natural (NBO) analysis, given in e for atoms 1 to 6: -0.80 0.53 -0.56 0.15 0.27 -0.57

---

[2]
A cluster of 2 separate species, C15H12NO5 in total at a distorted geometry, computed with the ωB97M-V functional and the def2-TZVPD basis.

As for the total charge: -1. As for the multiplicity: 1. The calculation puts the energy relative to the best compared isomer or geometry (same formula, charge and spin) at 0.0 kcal per mole.

CARTESIAN COORDINATES (ANGSTROEM)
C  -4.5038  0.8096  -0.6797
C  -3.1638  1.4539  -0.4343
O  -2.1594  0.4206  -0.4586
C  -0.9043  0.9561  -0.5130
C  0.1316  -0.0590  -0.6032
C  1.4900  0.2541  -0.7724
C  1.9798  1.5998  -0.6971
C  3.3248  1.8821  -0.8263
C  4.2538  0.8454  -1.0128
C  5.6539  1.1327  -1.0980
N  6.8041  1.3491  -1.1628
C  3.7954  -0.4800  -1.1320
C  2.4551  -0.7773  -1.0092
O  -0.7614  2.1835  -0.4194
H  -5.3005  1.4927  -0.3677
H  -4.6328  0.6152  -1.7521
H  -4.6216  -0.1323  -0.1317
H  -2.9445  2.1814  -1.2238
H  -3.1436  1.9576  0.5418
H  -0.1774  -1.0942  -0.6743
H  1.2447  2.3881  -0.5445
H  3.6656  2.9224  -0.7901
H  4.5201  -1.2694  -1.3331
H  2.0959  -1.8054  -1.0945
C  -1.9111  -1.7076  1.7197
C  -0.6767  -1.1909  1.6295
C  0.2656  -2.1950  2.1328
O  1.4717  -2.1501  2.2414
O  -0.4824  -3.3072  2.5332
C  -1.8588  -3.0264  2.3575
O  -2.7117  -3.8011  2.7179
H  -2.8380  -1.2785  1.3847
H  -0.3602  -0.1700  1.4719

Cartesian forces (eV/Å) of the 2 atoms listed first:
C -0.321 -0.119 -0.268
C -0.005 -0.299 0.125

Atom charges from the natural (NBO) analysis, given in e for atoms 1 to 6: -0.62 -0.07 -0.55 0.72 -0.53 0.01

---

[3]
A structure of composition C15H13BrN4O2PtS at a distorted geometry, computed with the ωB97M-V functional and the def2-TZVPD basis.

As for the multiplicity: 1. The calculation puts the energy relative to the best compared isomer or geometry (same formula, charge and spin) at 0.0 kcal per mole.

CARTESIAN COORDINATES (ANGSTROEM)
Pt  0.1390  0.0833  0.2274
C  1.4710  -3.5916  -1.3487
C  0.7263  -2.4834  -0.6821
N  1.0286  -1.2465  -0.8832
N  2.0104  -0.9341  -1.7661
C  2.1871  0.3693  -1.8762
N  3.0872  0.7831  -2.7853
S  1.3290  1.6046  -0.9954
C  -0.4166  -2.6917  0.2204
C  -1.0156  -3.9180  0.4429
C  -2.1538  -3.9886  1.2305
C  -2.6742  -2.8315  1.7790
C  -2.0252  -1.6364  1.5236
N  -0.9284  -1.5792  0.7766
H  2.5196  -3.3187  -1.4316
H  1.0989  -3.7656  -2.3611
H  1.3851  -4.5171  -0.7810
H  3.6909  0.1003  -3.2099
H  3.3960  1.7377  -2.7433
H  -0.6048  -4.8035  -0.0208
H  -2.6390  -4.9399  1.4063
H  -3.5645  -2.8478  2.3908
H  -2.3695  -0.6917  1.9244
Br  -1.3883  5.0051  7.3410
C  -1.0075  3.8413  5.8929
C  -0.1135  2.7993  6.0804
C  0.1590  1.9508  5.0182
C  -0.4570  2.1432  3.7881
C  -1.3476  3.1961  3.6201
C  -1.6292  4.0531  4.6740
C  -0.1437  1.2142  2.6558
O  0.6500  0.2874  2.7910
O  -0.7662  1.4443  1.5351
H  0.3634  2.6558  7.0401
H  0.8536  1.1284  5.1257
H  -1.8167  3.3411  2.6561
H  -2.3187  4.8769  4.5520

Cartesian forces (eV/Å) of the 2 atoms listed first:
Pt -0.505 0.620 -0.664
C -0.105 -0.080 0.060

Atom charges from the natural (NBO) analysis, given in e for atoms 1 to 6: 0.79 -0.67 0.21 -0.18 -0.45 0.30

---

Quick rundown of highest occupied orbital energy, same order as above: -8.11; -3.53; -7.85 eV
Quick rundown of energy, same order as above: -48409.62068; -27478.32826; -109947.63455 eV
Quick rundown of LUMO, same order as above: 0.48; 1.72; -0.78 eV